[1]
C3H5FeO3 as an isolated structure, computed with ωB97M-V/def2-TZVPD.

Values from the calculation:
<S²>: 8.77
Lowest unoccupied orbital energy (alpha / beta), eV: -10.6837 / -13.3522
Highest occupied orbital energy (alpha / beta), eV: -19.0921 / -19.1196
Total charge: +2
Energy relative to the best compared isomer or geometry (same formula, charge and spin), eV: 4.491
Multiplicity: 6

The geometry in XYZ format:
```
12
Properties=species:S:1:pos:R:3:forces:R:3:nbo_charge:R:1
O 0.188221 -0.402759 0.136609 0.1 1.7 0.1 -0.64
H 1.551744 -0.370681 1.696351 -0.5 0.2 1.2 0.33
H -1.443952 -2.576108 -0.845707 -0.6 -0.6 0.2 0.58
C -0.247843 -1.643369 0.291422 -0.3 -1.9 0.4 0.57
H -0.322369 1.093743 1.620617 1.6 -1.1 -0.3 0.37
C 1.343692 1.551341 0.610710 -0.6 0.1 1.0 -0.06
O -1.276741 -1.679801 -0.524694 0.7 1.0 -0.6 -0.72
H 2.008095 1.446477 -0.258521 -0.9 0.5 -0.4 0.28
O -0.402007 2.074178 0.324434 3.2 -0.2 1.5 -0.67
C 0.849635 0.314116 1.218025 -1.9 0.9 -1.9 -0.01
Fe -1.061105 0.900710 -0.942552 -0.6 -1.0 -0.7 1.70
H 1.748731 2.209748 1.392341 -0.4 0.4 -0.5 0.30
```
Forces are in eV/Å.



[2]
C40H49AuI2N4O6SSi as an isolated structure, computed with ωB97M-V/def2-TZVPD.

Values from the calculation:
<S²>: 2.05
Lowest unoccupied orbital energy (alpha / beta), eV: -0.1896 / -2.8920
Highest occupied orbital energy (alpha / beta), eV: -7.1470 / -7.5759
Energy relative to the best compared isomer or geometry (same formula, charge and spin), eV: 0.833
Multiplicity: 3

The geometry in XYZ format:
```
104
Properties=species:S:1:pos:R:3:forces:R:3:mulliken_spin:R:1
C -3.398933 1.344695 5.044518 0.0 0.0 0.0 0.00
S 0.107851 -0.525677 -1.838071 0.2 -0.2 -0.2 0.37
O 1.173573 -1.747096 0.752197 -0.1 0.0 0.1 0.00
H 3.851810 -4.725242 -2.058385 0.0 0.0 0.0 0.00
H -1.326224 -4.381989 -3.797744 0.0 0.0 0.0 0.00
H -2.394562 -4.906174 -0.269220 0.0 0.0 0.0 0.00
C -0.102867 -5.585987 -1.598594 0.0 0.0 0.0 0.00
H -3.189526 2.694506 3.383370 0.0 0.0 0.0 0.00
H 1.707668 6.176781 -3.174700 0.0 0.1 0.0 0.00
H -0.455629 -6.308756 -2.338246 0.0 0.0 0.0 0.00
C -7.172515 0.013230 0.248268 0.0 0.0 0.0 0.00
H 3.177123 -0.505027 -1.865106 0.0 0.0 0.0 -0.01
C -2.226977 2.697087 0.349586 0.0 0.2 -0.3 -0.02
H -3.644652 0.078130 -1.310906 0.0 0.0 0.0 0.00
C -6.981488 -0.435306 -1.050497 0.0 0.0 0.0 0.00
C -3.935924 -0.923587 4.480160 0.0 0.0 0.0 0.00
O 0.892199 3.549633 0.368613 0.0 -0.3 0.2 0.34
C -5.710323 -0.402659 -1.607885 0.0 0.0 0.0 0.00
H 2.981012 -1.350856 -3.405151 0.0 0.0 0.0 0.00
H -0.431956 -3.197394 3.353841 0.0 0.0 0.0 0.00
C -2.288004 0.472739 0.710030 -0.2 0.3 0.1 -0.02
C -3.411173 1.681303 3.694104 0.0 0.0 0.0 0.00
H 0.182999 -0.378087 2.739948 0.0 0.0 0.0 0.00
N -3.424854 2.464596 0.976071 0.0 0.0 0.1 0.00
C 4.887097 3.347146 0.366595 0.0 0.0 0.0 0.00
H -2.873234 -3.542683 -1.290057 0.0 0.0 0.0 0.00
Si 0.789796 -2.227400 -0.753230 -0.1 0.3 -0.1 -0.04
H -4.166857 3.140121 0.919129 0.0 0.0 -0.1 0.00
C 2.220756 -3.146422 2.391563 0.0 0.0 0.1 0.00
C -3.954391 -0.587452 3.135528 0.0 0.0 0.0 0.00
C 1.043080 -1.008288 2.977689 -0.1 0.0 0.1 0.00
C -3.638702 1.055344 1.239977 0.1 0.0 0.0 0.00
C -4.634802 0.068078 -0.868412 0.0 0.0 0.0 0.00
H 5.256435 -2.409691 -0.580745 0.0 0.0 0.0 0.00
C 1.251211 4.813202 -1.626087 0.1 0.0 0.0 0.14
H 3.090279 1.592812 -3.184078 0.1 -0.1 -0.1 0.00
H 4.042383 -3.472105 0.163293 0.0 0.0 0.0 0.00
H 3.430891 -3.826987 -3.526011 0.0 0.0 0.0 0.00
C -3.697354 0.722789 2.731527 0.0 0.0 -0.1 0.00
H 4.690132 2.393172 2.290051 0.0 0.0 0.0 0.00
C 4.403910 3.372905 -0.934111 0.1 0.0 0.0 -0.01
H 2.664957 7.610875 0.776708 0.0 0.0 0.0 0.00
H -2.843259 -5.189596 -1.964946 0.0 0.0 0.0 0.00
H 0.996823 -1.287250 4.032927 0.0 0.0 0.0 0.00
H -1.299443 -2.732928 -3.134447 0.0 0.0 0.0 -0.01
N -1.519138 1.510766 0.281064 0.3 -0.1 0.0 0.13
C 1.268777 4.587516 -0.176702 0.2 0.4 -0.1 0.09
C 2.268628 6.836162 0.136092 0.0 -0.1 -0.2 -0.09
H 3.809002 -1.716969 0.185778 0.0 0.0 0.0 0.00
H 3.184392 3.356543 -3.249811 0.0 0.0 0.0 0.00
O -1.858507 3.775768 -0.097203 -0.1 -0.2 0.1 0.00
O 2.074218 -2.947890 -1.487886 -0.1 -0.1 0.0 0.01
C -0.276682 -3.011973 2.288295 0.0 0.0 -0.1 0.00
H -0.379300 3.669317 -2.360157 0.0 0.0 0.0 0.01
C 1.794936 5.667316 0.663859 0.0 0.0 0.0 0.21
H 0.953634 -5.378542 -1.779665 0.0 0.0 0.0 0.00
H -4.133464 -1.945966 4.778822 0.0 0.0 0.0 0.00
C 0.673898 3.825810 -2.614791 0.0 -0.2 0.1 0.01
H 0.931035 1.917621 -3.343279 -0.1 -0.1 0.1 0.00
C 3.356334 1.583602 0.818841 0.0 -0.1 -0.1 0.01
H -8.161155 -0.006696 0.690825 0.0 0.0 0.0 0.00
I 1.827242 5.371085 2.711204 0.0 0.0 -0.1 0.03
H -5.550533 -0.755089 -2.619615 0.0 0.0 0.0 0.00
H 4.793868 4.076892 -1.659437 0.0 0.0 0.0 0.00
C 3.978014 -3.776011 -2.582637 0.0 -0.1 0.0 0.00
C 2.230120 7.001365 -1.253641 0.0 0.1 0.0 0.29
H 2.250698 -3.970184 1.674765 0.0 0.0 0.0 0.00
H 1.960799 -0.439158 2.806897 -0.1 0.0 0.1 0.00
I 2.931536 8.763430 -2.077055 0.0 0.0 0.0 0.04
C 4.186942 -2.553188 -0.407044 0.1 0.0 0.0 0.00
C -4.816225 0.506615 0.441273 0.0 0.0 0.0 0.00
C 4.355569 2.435709 1.262280 0.0 0.0 0.0 0.00
C 2.782942 2.508646 -2.682975 -0.1 0.0 0.1 -0.02
O -2.037298 -0.706970 0.723857 0.2 -0.1 0.0 0.01
C -0.897092 -4.288503 -1.689104 0.1 0.0 0.0 -0.01
H 0.719403 4.298849 -3.601577 0.0 0.1 0.0 0.00
H 0.221267 -3.598388 -3.411573 0.0 0.0 0.0 0.00
H -4.152580 -1.344306 2.387857 0.0 0.0 0.0 0.00
H 3.155106 -2.586013 2.315848 0.0 0.0 0.0 0.00
C -0.820005 -3.713130 -3.098985 0.0 0.1 0.0 0.02
C -3.660273 0.043146 5.441255 0.0 0.0 0.0 0.00
H -1.113099 -2.431507 1.898848 0.0 0.0 0.0 0.00
C 1.725758 6.001652 -2.106889 0.0 0.0 0.1 -0.07
H -6.247389 0.816331 2.008289 0.0 0.0 0.0 0.00
H -3.179062 2.104783 5.784633 0.0 0.0 0.0 0.00
H 4.614310 -1.126481 -2.718907 -0.1 0.0 0.0 0.00
N 1.328023 2.508513 -2.625092 0.1 0.5 0.1 0.02
C -6.094230 0.478485 0.989784 0.0 0.1 0.0 0.00
H -3.646197 -0.220148 6.491948 0.0 0.0 0.0 0.00
Au 0.450102 1.452861 -0.525780 -0.6 -0.8 0.1 0.45
H 5.661889 4.037405 0.677493 0.0 0.0 0.0 0.00
C 3.388899 2.500842 -1.292822 -0.1 -0.1 0.1 0.02
H 2.141730 -3.562482 3.398575 0.0 0.0 0.0 0.00
H 2.909309 0.845594 1.476592 0.0 0.1 -0.1 0.00
C 3.440750 -2.635209 -1.733564 0.0 0.0 0.1 0.00
N 2.878883 1.616747 -0.426476 0.1 0.3 0.0 0.02
H -0.207393 -6.021653 -0.602679 0.0 0.0 0.0 0.00
C 3.563100 -1.317490 -2.481057 0.0 0.1 -0.1 0.00
C -2.345825 -4.498358 -1.280306 -0.1 0.0 0.0 0.00
O -0.354235 -3.377233 -0.730876 0.0 0.0 0.2 0.02
H -0.248598 -3.967370 1.761384 0.0 0.0 0.0 0.00
C 1.028432 -2.246202 2.095802 0.0 0.0 -0.2 0.00
H -7.818790 -0.810775 -1.625796 0.0 0.0 0.0 0.00
H 5.039192 -3.629998 -2.797843 0.0 0.0 0.0 0.00
```
Forces are in eV/Å.



Q: The lowest energy relative to the best compared isomer or geometry (same formula, charge and spin) belongs to which entry?
A: C40H49AuI2N4O6SSi



Copy entry 1 word for word.
C3H5FeO3 as an isolated structure, computed with ωB97M-V/def2-TZVPD.

Values from the calculation:
<S²>: 8.77
Lowest unoccupied orbital energy (alpha / beta), eV: -10.6837 / -13.3522
Highest occupied orbital energy (alpha / beta), eV: -19.0921 / -19.1196
Total charge: +2
Energy relative to the best compared isomer or geometry (same formula, charge and spin), eV: 4.491
Multiplicity: 6

The geometry in XYZ format:
```
12
Properties=species:S:1:pos:R:3:forces:R:3:nbo_charge:R:1
O 0.188221 -0.402759 0.136609 0.1 1.7 0.1 -0.64
H 1.551744 -0.370681 1.696351 -0.5 0.2 1.2 0.33
H -1.443952 -2.576108 -0.845707 -0.6 -0.6 0.2 0.58
C -0.247843 -1.643369 0.291422 -0.3 -1.9 0.4 0.57
H -0.322369 1.093743 1.620617 1.6 -1.1 -0.3 0.37
C 1.343692 1.551341 0.610710 -0.6 0.1 1.0 -0.06
O -1.276741 -1.679801 -0.524694 0.7 1.0 -0.6 -0.72
H 2.008095 1.446477 -0.258521 -0.9 0.5 -0.4 0.28
O -0.402007 2.074178 0.324434 3.2 -0.2 1.5 -0.67
C 0.849635 0.314116 1.218025 -1.9 0.9 -1.9 -0.01
Fe -1.061105 0.900710 -0.942552 -0.6 -1.0 -0.7 1.70
H 1.748731 2.209748 1.392341 -0.4 0.4 -0.5 0.30
```
Forces are in eV/Å.



Q: multiplicity of number 2 (C40H49AuI2N4O6SSi)?
A: 3